{
  "formula": "C17H40CoNOP3",
  "method": "wB97M-V/def2-TZVPD",
  "e_tot_ha": -3207.54317,
  "e_homo_ev": [-15.815, -17.901],
  "homo_lumo_gap_ev": [7.1, 6.0],
  "e_above_lowest_kj_mol": 0.0,
  "s2": 6.05,
  "lumo_energy_ev": [-8.69, -11.87],
  "spin_multiplicity": 5,
  "charge": 3,
  "elements": ["Co", "P", "P", "P", "H", "C", "C", "H", "C", "C", "C", "C", "C", "C", "C", "C", "C", "H", "H", "H", "H", "H", "H", "H", "H", "H", "H", "H", "H", "H", "H", "H", "H", "H", "H", "H", "H", "H", "H", "H", "H", "H", "H", "H", "H", "H", "C", "C", "C", "C", "C", "C", "O", "H", "H", "H", "H", "H", "H", "N", "H", "H", "H"],
  "xyz": [[0.37, 0.86, 1.25], [0.23, 1.88, -0.69], [-1.56, 2.19, 2.13], [2.11, -0.47, 0.80], [-1.71, -0.63, 2.20], [-0.63, -0.76, 2.16], [0.17, -0.16, 3.18], [-0.33, 0.44, 3.95], [-0.90, 0.91, -1.76], [-0.42, 3.58, -0.85], [1.75, 2.05, -1.69], [-2.29, 1.80, 3.77], [-1.55, 4.03, 2.35], [-3.04, 1.85, 1.11], [2.58, -1.75, 2.02], [3.77, 0.22, 0.46], [1.65, -1.53, -0.61], [-0.35, -1.76, 1.78], [1.06, -0.67, 3.54], [-1.02, 1.31, -2.78], [-1.89, 0.87, -1.29], [-0.52, -0.12, -1.84], [-0.45, 3.93, -1.90], [0.22, 4.28, -0.29], [-1.43, 3.66, -0.45], [1.57, 2.52, -2.66], [2.21, 1.07, -1.86], [2.48, 2.67, -1.14], [-3.25, 2.33, 3.81], [-1.65, 2.14, 4.60], [-2.46, 0.72, 3.87], [-2.59, 4.39, 2.36], [-0.99, 4.53, 1.56], [-1.09, 4.26, 3.32], [-3.95, 2.21, 1.59], [-3.11, 0.77, 0.97], [-2.94, 2.32, 0.13], [3.30, -2.40, 1.50], [1.71, -2.33, 2.34], [3.07, -1.29, 2.90], [4.41, -0.59, 0.08], [4.20, 0.59, 1.41], [3.72, 1.03, -0.26], [2.38, -2.33, -0.74], [1.59, -0.95, -1.54], [0.67, -1.96, -0.41], [-0.47, -3.30, -4.04], [-1.40, -4.04, -4.83], [-1.94, -5.23, -4.30], [-1.50, -5.73, -3.06], [-0.47, -5.08, -2.38], [0.10, -3.92, -2.91], [-0.22, -1.96, -4.10], [-0.56, -1.53, -4.92], [-1.72, -3.65, -5.80], [-2.72, -5.76, -4.86], [-1.98, -6.63, -2.65], [-0.11, -5.45, -1.41], [0.91, -3.40, -2.40], [1.62, 2.31, 2.21], [1.12, 3.22, 2.17], [2.52, 2.41, 1.74], [1.74, 2.03, 3.18]]
}